# 1
137
Properties=species:S:1:pos:R:3 method="wB97M-V/def2-TZVPD" e_homo_ha=-0.2989 largest_force_ha_per_bohr=0.133 smiles="CC1(C)CCCC(C)(C)N1O.CC1(C)CCCC(C)(C)N1O.NC(N)=O.NC(N)=O.NC(N)=O.NC(N)=O.CCO.CCO.CCO.CCO.CCO" e_lumo_ev=0.2693 e_tot_ev=-71965.7956
O -5.45235 1.20448 -3.80955
O 6.41431 -3.10249 -0.06981
O -0.01598 -0.21370 2.07706
O -1.20900 4.62415 0.53973
O 0.22163 -3.17771 1.46547
O -1.70495 4.07832 -2.19758
O 1.67501 -1.52180 -4.73748
O 2.48901 3.35305 1.78561
O -2.34932 -3.66339 4.64125
O -4.71455 -1.39233 2.42494
O -2.15388 1.90164 4.60165
N -4.68766 0.68142 3.22338
N -2.88059 -0.33379 2.91188
N 6.29417 -1.82313 0.39888
N 1.68726 4.64464 0.16540
N -0.21319 1.12979 5.46765
N -2.30708 -1.70967 5.39492
N 3.83587 4.53442 0.36339
N -4.35582 0.59973 -3.30859
N -0.66332 -2.24773 4.14835
N -1.83996 1.35565 6.80555
C 5.38080 0.82705 0.96263
C 5.09594 -1.64077 1.32162
C 3.79723 -1.83525 0.57452
C -4.19034 2.04057 -1.31598
C -3.82579 -0.29729 -5.54887
C 2.69347 4.10959 0.78846
C 5.10564 -2.74112 2.48323
C -2.84691 -0.07704 -1.32005
C -4.04316 -0.67369 -4.07567
C -5.13612 -1.73500 -4.10105
C -4.26196 0.53468 -1.79658
C -5.36331 -0.29030 -1.11274
C -1.10488 -3.29217 1.10246
C -1.47468 2.57683 -4.00350
C 5.20837 -0.23380 2.03671
C 6.58289 0.59204 0.09889
C 0.84378 0.26583 0.02709
C 0.76514 -3.16165 -3.58192
C 6.75250 -0.80177 -0.55249
C -2.72932 -1.31719 -3.51994
C 1.76107 -1.99976 -3.44881
C -1.14957 -4.22731 -0.15029
C -4.12927 -0.39661 2.75440
C -1.76617 -2.59027 4.68240
C 8.26647 -1.03478 -0.72569
C -0.74855 3.21166 -2.82041
C -3.27384 4.44713 1.52031
C 6.00768 -0.79453 -1.93298
C 0.89384 0.70294 1.45666
C -2.53636 -1.47487 -1.94704
C -1.43921 1.51556 5.59303
C -1.95020 3.73802 1.35990
H -3.30931 5.06019 2.42086
H 6.50424 1.36654 -0.66404
H 3.95832 5.15627 -0.42300
H 7.56876 0.87816 0.46536
H -2.34871 -1.13007 2.59072
H -0.43306 2.39259 -2.17411
H 4.37595 -0.15061 2.73546
H 0.43690 -4.04348 1.82002
H 0.17690 1.17035 4.53690
H -1.49017 -1.70524 -1.74572
H 8.66673 -0.33752 -1.46172
H 1.86220 0.64508 1.95368
H -5.20528 -0.27996 -0.03431
H 6.15480 -0.35534 2.56360
H -4.05015 1.42025 3.48380
H 1.39517 -0.66922 -0.07171
H -1.89348 3.37766 -4.61292
H -1.63048 -2.35224 0.93401
H 2.31396 -1.89090 -5.35158
H -1.42799 3.60146 2.30687
H 5.88038 -1.78402 -2.37206
H -0.40210 -2.94491 3.46584
H 0.99261 -3.91352 -4.33760
H 4.22258 -2.65962 3.11699
H -2.57595 0.49269 3.40607
H -4.05444 3.68894 1.58281
H 8.82479 -0.75788 0.16857
H 3.81287 -2.85941 0.20175
H -3.06982 0.48773 -5.56795
H 6.51484 -0.01803 -2.50564
H -1.86997 -0.79142 -3.93611
H -0.32301 -1.29954 4.22063
H -5.15082 -2.33168 -3.18898
H -2.23634 1.84775 -3.72706
H -3.47024 -1.16237 -6.10862
H 0.70989 -3.69719 -2.63417
H -4.12122 2.15625 -0.23434
H -1.24063 0.92797 7.49693
H -0.71576 -3.70515 -1.00309
H 0.32988 1.00459 6.30997
H 5.40923 1.83074 1.38677
H -2.51349 -2.28218 -3.97854
H 0.70827 1.77215 1.55896
H -3.24540 2.53226 -1.54711
H -3.57166 5.03170 0.64987
H 5.04016 -3.75282 2.08288
H 1.87977 5.34999 -0.53140
H -2.13755 2.77274 0.88953
H -6.09497 -1.22084 -4.16704
H 2.87792 -1.65984 1.13328
H -5.39527 -1.33698 -1.41529
H 0.73679 4.53288 0.48820
H -4.72758 0.05718 -6.04811
H -0.71294 -5.21212 0.01587
H 6.05773 -2.60452 2.99603
H -1.55424 -3.62220 2.03908
H -1.53742 4.47097 -0.34925
H -3.13384 -2.31563 -1.59457
H -5.69088 0.79762 3.23519
H -2.82019 1.57053 6.91986
H -2.22327 4.51801 -2.87553
H 8.55182 -2.03261 -1.05889
H -0.87216 1.96937 -4.67882
H -4.96472 2.72765 -1.65710
H 4.51162 0.79475 0.30568
H 3.71919 -1.28736 -0.36453
H -6.33414 0.13110 -1.37352
H 4.69322 4.09445 0.66585
H 7.16766 -3.50824 0.36543
H -5.01860 -2.45588 -4.91013
H 0.19595 -1.12825 1.87633
H -2.87156 -0.23117 -0.24128
H 2.80547 -2.30910 -3.40845
H 1.44810 0.87685 -0.64340
H -2.18197 -4.46902 -0.40295
H -2.00558 -0.74775 5.33230
H -0.16657 0.10037 -0.34698
H -6.12288 0.55664 -3.58087
H 5.01485 -0.35656 -1.83019
H -3.22887 -2.07463 5.58776
H -2.09503 0.67547 -1.55776
H 1.54325 -1.23504 -2.70324
H 0.13690 3.79094 -3.08214
H -0.21535 -2.81494 -3.90832

=====

# 2
132
Properties=species:S:1:pos:R:3 method="wB97M-V/def2-TZVPD" de_lowest_kcal_mol=4.8 e_homo_ha=-0.3449 largest_force_ha_per_bohr=0.064 smiles=COC[C@H](C)N.COC[C@H](C)N.COC[C@H](C)N.CC(C)O.CC(C)O.CC(C)O.CC(C)O.CC(C)O.CC(C)O.CCO e_lumo_ev=0.4658 e_tot_ev=-59537.5642
O -0.35610 1.82656 3.32603
O -0.48374 -0.30687 1.27579
O 5.09090 0.19983 3.97246
O -2.51632 0.77437 -3.20973
O -4.87770 -0.73221 0.68078
O -0.04376 -3.54673 -1.24201
O 0.69548 6.25451 -2.70690
O -2.56439 -3.61846 3.58791
O 2.83703 1.22278 -4.86538
O 5.68510 -1.87122 1.56691
N -7.19530 -3.42584 -0.14197
N -0.37432 -3.08341 1.80594
N 0.08372 2.33570 -5.42120
C 4.03856 1.20118 4.09939
C -3.00183 -0.51036 -3.01128
C -3.69481 -3.41211 4.45577
C -5.42884 -2.02527 0.71865
C -1.40876 -2.85166 4.03445
C -1.11838 5.08754 -1.60095
C 1.16570 -2.45687 3.59833
C 1.57564 -0.49615 -0.10179
C -2.30655 3.07831 -5.03265
C -6.81697 -2.00123 0.01968
C 4.63803 2.43173 4.78483
C 0.55096 3.97137 3.55066
C 4.53603 1.12679 -3.22837
C -0.21257 3.05680 2.63330
C -0.34014 1.03898 -0.71722
C -1.57794 0.80448 -4.31305
C 0.36150 5.09642 -1.93958
C -7.76420 -1.19729 0.88394
C 0.00515 -0.30073 -0.09899
C 0.73344 -2.77430 -3.31892
C 3.11815 0.79534 -3.56672
C -0.15539 -3.22222 3.28165
C -1.09579 2.23853 -4.58081
C 5.57718 -1.99766 -0.81571
C 3.48042 1.54379 2.69770
C 0.28143 -3.98436 -2.56832
C -3.53620 -0.73366 1.16376
C 1.22841 4.95692 -0.67962
C 4.74485 -1.93305 0.47565
C -1.53600 3.63706 2.21270
C 3.98495 -3.30126 0.60380
C 1.39842 -5.04684 -2.51512
H -3.56377 -0.94715 -3.86788
H 1.06326 -1.40961 3.58816
H 3.21606 0.76965 4.73774
H -2.80713 2.60173 -5.86165
H -0.74949 2.60514 -3.61067
H -0.69200 0.21111 -4.07876
H 1.00221 3.99382 -0.12671
H 1.56020 -2.85704 4.58627
H 3.18770 -3.22563 -0.13894
H 0.41093 2.89435 1.74674
H 4.86942 -2.17938 -1.60309
H 1.00018 -3.02136 -4.35415
H 6.17087 -2.90569 -0.72893
H -8.03729 -3.45358 -0.68846
H 2.26242 -4.63770 -1.95379
H -0.23360 2.14396 -6.33978
H 5.19577 0.54489 -3.81519
H -2.06081 4.01191 3.09673
H -6.81031 -1.58337 -0.96797
H -5.61006 -2.47146 1.68622
H -1.24493 4.54342 1.67206
H 2.32001 4.95907 -0.81086
H -1.80634 5.26380 -2.42040
H -0.12042 1.16018 -1.77800
H 0.38511 3.31172 -5.30788
H 1.58764 -2.37101 -2.76000
H 1.15044 6.91665 -2.15947
H 5.45307 -1.18504 2.19982
H -4.73247 -2.76298 0.26703
H -2.02656 0.46428 -5.18885
H 4.62745 -4.13441 0.43577
H -4.00356 -2.37244 4.53945
H -7.39875 -3.86467 0.75883
H -3.45780 -3.68295 5.49277
H 1.04353 -5.93696 -1.96241
H -4.52272 -4.01402 4.02461
H 1.58850 3.67288 3.71738
H 6.23163 -1.15589 -1.07805
H -7.41278 -0.17206 0.79910
H 3.89059 3.21695 4.96513
H 2.60575 2.16231 2.84661
H -8.75916 -1.21392 0.52055
H 0.30197 -3.65274 1.27764
H 2.49224 1.28625 -2.81306
H 1.85397 -2.80305 2.78013
H -0.00298 3.90407 4.51707
H 4.68376 2.14660 -3.49053
H -3.58436 -0.98493 2.25587
H 1.91411 -0.43175 -1.17523
H -2.18898 -1.26709 -2.84491
H -3.07959 0.24413 0.98106
H -1.30713 5.84851 -0.80655
H -1.34650 1.43240 -0.45005
H -1.26967 -3.57791 1.61228
H 1.90746 1.43466 -5.00338
H -1.44892 4.23649 -0.99774
H -0.64230 -4.43501 -2.99739
H -0.49856 1.14332 2.63116
H -0.03480 -4.28659 3.50661
H -3.63128 -0.48248 -2.09986
H 2.94348 -0.27808 -3.54249
H 4.17602 2.09628 2.10456
H 3.56257 -3.41560 1.61616
H -3.02573 3.12620 -4.21901
H -0.53202 -1.26037 1.52857
H -0.05115 -2.02743 -3.34619
H 4.98213 2.23196 5.81618
H -2.99603 -1.51450 0.64303
H 0.95017 5.74047 -0.01204
H 3.10285 0.65767 2.16950
H -1.58639 -1.76470 3.87012
H 3.98659 -1.13335 0.47913
H -0.99569 -3.44784 -1.14322
H 1.85730 -1.43650 0.37823
H -0.47613 -1.14882 -0.59967
H 2.10145 0.30969 0.48282
H 4.75972 0.90842 -2.16984
H 5.45274 2.83429 4.21023
H -1.97731 4.10896 -5.29598
H 0.47804 4.24887 -2.67773
H -7.64624 -1.54156 1.92762
H 0.33661 1.70346 -0.22426
H 1.76390 -5.33801 -3.48057
H 0.42906 5.01801 3.17948
H 5.42938 -0.05705 4.84905
H -2.09784 2.93740 1.62649
H -1.22373 -3.05155 5.11380

=====

# 3
136
Properties=species:S:1:pos:R:3 method="wB97M-V/def2-TZVPD" de_lowest_kcal_mol=0.0 e_homo_ha=-0.3249 largest_force_ha_per_bohr=0.077 smiles="NC(N)=O.NC(N)=O.CC(C)O.CC(C)O.CC(C)O.CC(C)O.CC(C)O.CC(C)O.CC(C)O.CC(C)O.CC(C)O.CC(C)O" e_lumo_ev=0.4920 e_tot_ev=-65141.3073
O 14.63433 11.66921 14.19524
O 9.78523 12.03808 17.95938
O 7.99148 7.44552 13.02685
O 8.19174 10.23797 11.33963
O 13.33403 9.12307 18.36640
O 10.24583 16.13958 14.35275
O 15.12336 13.68106 7.89783
O 17.06501 15.97408 16.86894
O 15.69034 11.09258 9.01133
O 15.01085 9.20554 13.20066
O 6.83625 11.76131 15.57587
O 7.49099 8.68279 17.90793
N 15.01308 9.91907 16.96706
N 7.36307 7.25316 15.25709
N 8.27209 9.23675 14.30987
N 14.98881 7.73866 17.82034
C 16.46219 15.63830 14.60818
C 12.38673 10.75295 14.37020
C 15.44948 14.16963 16.41471
C 15.80262 14.78099 8.56908
C 5.71801 12.94328 13.79622
C 15.32177 8.80872 9.74275
C 14.67977 10.20454 9.51120
C 15.29195 14.74476 9.98524
C 9.41115 10.63435 9.29590
C 6.99862 12.36522 14.32372
C 17.30364 14.71322 8.47626
C 10.79842 12.30757 18.89369
C 13.21992 11.88640 13.92117
C 8.03968 13.42451 14.39792
C 14.86766 7.86776 13.78828
C 11.94487 13.11281 18.27398
C 8.40612 9.16155 20.05006
C 16.30593 7.41485 14.27462
C 7.92089 7.89413 14.15602
C 9.90199 8.26362 18.24352
C 8.66520 9.63314 10.15963
C 11.75581 15.68412 12.57490
C 7.46114 9.11257 9.41211
C 14.38040 8.92990 17.68322
C 13.54108 10.02306 8.54192
C 10.19564 13.05903 20.13071
C 14.28011 6.85565 12.84881
C 12.95933 12.11723 12.39264
C 16.68424 14.89017 15.96889
C 8.72179 9.11866 18.57438
C 12.43274 15.80926 15.04658
C 11.57867 16.39946 13.90880
H 17.64769 13.76105 8.80660
H 16.20929 6.56076 14.95539
H 13.52824 12.95534 12.06090
H 10.08185 14.13220 19.93042
H 6.70388 8.59950 10.00168
H 7.48580 9.71888 20.23279
H 13.28982 7.15465 12.54697
H 15.78273 16.42736 14.74793
H 9.01617 13.01242 14.58078
H 14.38534 10.63399 16.66362
H 9.82537 7.22454 18.61875
H 14.80625 10.71975 13.96642
H 9.21236 8.79251 10.52324
H 15.55505 13.77342 10.38032
H 14.32029 10.51020 10.54262
H 10.73249 12.97152 21.10955
H 11.91112 12.47394 12.25972
H 16.93707 7.08070 13.44747
H 8.42212 9.67506 13.43005
H 11.13024 11.30237 19.22373
H 10.13892 8.09761 17.21430
H 12.94115 12.76309 14.48918
H 15.67628 9.58226 16.33051
H 12.74751 13.16124 19.04325
H 14.11882 7.85306 14.65064
H 12.09826 16.25254 16.04106
H 14.60122 8.17709 10.14931
H 13.18657 11.25094 11.82196
H 11.37951 16.17911 11.72250
H 17.72377 15.50256 9.04750
H 15.78298 15.43900 10.68404
H 7.43488 6.25909 15.07594
H 17.55712 14.27018 15.79988
H 15.54960 8.32153 8.79521
H 14.76730 14.78530 16.97288
H 12.71816 10.40393 15.35030
H 9.18850 12.63877 20.40767
H 11.74831 17.46943 13.75532
H 11.11021 14.79113 12.54150
H 6.16130 12.29044 16.01605
H 14.94892 6.74902 12.04549
H 12.85878 9.24510 8.93909
H 11.32588 10.99040 14.44835
H 12.87922 15.46685 12.44851
H 7.62957 8.41303 8.60484
H 12.47526 9.89220 13.59947
H 17.56113 14.92410 7.45036
H 13.92302 9.74435 7.55246
H 6.75501 8.93236 18.47358
H 10.84369 8.66745 18.59657
H 7.80509 9.74350 15.05170
H 15.62632 9.01310 12.47015
H 15.24019 11.94570 8.72112
H 15.95766 7.60488 17.49313
H 15.97155 14.98461 13.87281
H 15.53691 15.71655 8.03456
H 14.11144 5.92114 13.37724
H 15.54549 13.35964 17.13095
H 11.55343 14.10424 18.00192
H 7.43582 7.67054 16.19767
H 16.96711 15.59457 17.74774
H 7.50565 10.85877 11.12146
H 14.57584 7.09196 18.48692
H 16.86584 8.20954 14.73669
H 9.18219 9.74547 20.55046
H 10.00982 15.20618 14.31781
H 12.32570 14.69012 15.17216
H 15.36347 13.49055 6.97880
H 4.86088 12.27701 13.93583
H 14.83505 13.72657 15.59682
H 10.29487 11.11366 9.72948
H 8.69298 11.37675 8.94770
H 17.40578 16.06533 14.20668
H 9.31522 12.83951 17.74452
H 16.22576 8.75866 10.33358
H 6.90242 9.94052 8.95078
H 5.72914 13.10096 12.75207
H 14.20641 14.86175 10.01480
H 7.31354 11.57006 13.66543
H 5.46184 13.88797 14.35547
H 12.86897 10.90987 8.46185
H 13.46944 16.04871 14.96931
H 8.93992 10.17247 18.25799
H 12.33998 12.57823 17.38692
H 8.07288 13.99832 13.43864
H 9.70056 10.11367 8.38191
H 8.37228 8.19650 20.52222
H 7.81673 14.21157 15.12633